# 1
Below is 4 unconnected molecules or ions with the total composition C15H25INO10S, with properties calculated with ωB97M-V/def2-TZVPD.

Its total charge is +1. Its HOMO energy is -12.62 eV. The value obtained for the LUMO energy is -3.495 eV.

XYZ file:
```
53
Properties=species:S:1:pos:R:3:forces:R:3
C 4.614 -3.018 -1.109 0.09 0.40 0.15
C 5.032 -1.673 -0.538 0.57 -0.30 -0.52
I 7.114 -1.875 0.045 -0.27 0.06 0.13
C 4.987 -0.533 -1.559 0.06 0.13 0.08
S 3.572 0.591 -1.245 0.24 0.30 1.06
C 2.144 -0.485 -0.911 -0.26 -0.07 -0.81
C 0.819 0.086 -1.419 0.54 -0.04 -0.42
C -0.098 -1.090 -1.670 1.77 0.97 -1.87
N 0.020 -1.705 -2.912 1.06 -0.69 0.18
O -0.856 -1.467 -0.870 -2.66 -1.15 2.76
H 4.650 -3.753 -0.324 -0.06 -0.40 0.19
H 3.623 -3.010 -1.548 -0.29 0.03 -0.04
H 5.325 -3.291 -1.871 0.15 -0.28 -0.36
H 4.500 -1.437 0.363 -0.17 0.19 0.51
H 5.849 0.094 -1.411 0.13 0.56 -0.04
H 5.015 -0.880 -2.581 -0.28 -0.18 -0.27
H 3.312 1.209 -2.418 -0.11 -0.53 -0.13
H 2.151 -0.705 0.144 0.03 0.28 0.41
H 2.327 -1.412 -1.427 0.30 -0.34 -0.21
H 0.370 0.780 -0.730 -0.17 0.29 0.19
H 0.992 0.542 -2.386 -0.02 0.46 -0.19
H 0.976 -1.700 -3.250 -0.14 0.39 -0.44
H -0.217 -2.686 -2.795 -0.52 0.03 -0.26
C -4.065 -2.247 -3.374 0.06 -0.19 0.07
C -3.361 -0.914 -3.260 0.13 0.08 0.13
O -4.087 -0.100 -4.182 -0.09 -0.15 0.03
C -5.329 -0.640 -4.336 -0.02 -0.04 0.02
O -6.227 -0.116 -4.901 0.01 0.02 0.00
O -5.390 -1.865 -3.744 0.13 0.17 -0.04
H -4.073 -2.806 -2.441 -0.19 0.03 0.00
H -3.646 -2.876 -4.163 0.00 0.04 -0.03
H -3.450 -0.480 -2.261 -0.04 -0.04 0.00
H -2.312 -0.963 -3.536 -0.04 0.11 -0.17
C -2.792 1.693 0.739 -0.26 -0.23 0.01
C -2.972 2.877 1.657 -0.41 0.07 0.15
O -1.624 3.173 2.048 0.14 -0.01 -0.32
C -0.802 2.694 1.103 -0.08 0.07 0.22
O 0.371 2.906 1.034 0.12 -0.12 -0.09
O -1.473 1.920 0.216 0.03 0.00 0.01
H -3.526 1.658 -0.062 0.17 0.08 -0.14
H -2.800 0.743 1.273 0.07 0.05 0.06
H -3.390 3.747 1.146 0.09 0.00 -0.04
H -3.581 2.646 2.527 0.22 0.00 0.13
C 0.613 2.192 5.461 0.22 0.15 0.01
C 0.082 1.361 6.607 0.16 -0.02 0.19
O -1.285 1.168 6.235 0.03 0.04 -0.15
C -1.382 1.308 4.894 0.08 0.07 0.12
O -2.356 1.048 4.263 -0.03 -0.01 -0.22
O -0.223 1.785 4.372 -0.16 -0.18 0.17
H 1.657 1.992 5.238 -0.06 -0.05 -0.17
H 0.481 3.263 5.622 -0.05 -0.01 0.00
H 0.568 0.386 6.678 -0.02 0.00 -0.04
H 0.152 1.863 7.568 -0.19 0.00 0.00
```
Forces are in eV/Å.

Atom charges from the Mulliken analysis, given in e for atoms 1 to 5: C -1.235; C -0.602; I 0.155; C -0.606; S 0.034

# 2
Below is a molecular structure, C15H25N3NiO3, with properties calculated with ωB97M-V/def2-TZVPD.

Its total charge is +2. Its HOMO energy (spin up / spin down) is -13.99 / -14.03 eV. Its multiplicity is 3. The value obtained for the LUMO energy (spin up / spin down) is -5.670 / -6.203 eV. The expectation value of S² is 2.01.

XYZ file:
```
47
Properties=species:S:1:pos:R:3:forces:R:3
Ni -0.685 -0.406 0.400 0.02 -0.04 0.04
N -1.477 2.811 -1.126 0.02 -0.01 0.01
C -1.697 2.062 -2.425 -0.04 0.00 0.00
C -2.889 1.101 -2.347 0.01 0.01 -0.01
C -2.614 -0.372 -2.038 -0.01 -0.01 0.00
N -2.474 -0.647 -0.576 -0.02 0.00 -0.03
C -1.401 -0.894 -2.802 0.00 0.00 0.01
C -0.143 -0.046 -2.644 0.02 0.00 -0.01
N 0.472 -0.253 -1.297 -0.02 0.00 -0.04
C -0.409 1.428 -2.958 0.01 0.00 0.01
H -2.322 3.335 -0.890 -0.01 0.00 0.00
H -0.737 3.504 -1.256 0.00 0.00 0.00
H -1.218 2.239 -0.262 0.01 0.02 0.00
H -1.973 2.858 -3.116 0.01 0.00 0.00
H -3.347 1.116 -3.338 0.00 0.00 0.00
H -3.659 1.498 -1.678 0.00 0.00 0.00
H -3.490 -0.920 -2.390 0.00 0.00 0.01
H -2.708 -1.629 -0.429 0.02 0.00 0.02
H -3.195 -0.144 -0.062 -0.01 0.00 -0.01
H -1.657 -0.923 -3.864 0.00 0.00 0.00
H -1.195 -1.930 -2.520 0.00 0.00 0.00
H 0.583 -0.384 -3.386 0.00 0.00 0.00
H 1.211 0.433 -1.154 -0.01 0.00 0.01
H 0.970 -1.143 -1.329 0.00 0.00 0.01
H -0.473 1.492 -4.046 0.00 0.00 0.00
H 0.459 2.040 -2.693 0.00 0.00 -0.01
C 0.603 -2.746 6.650 0.00 0.00 0.00
O 0.424 -1.323 6.691 0.00 0.00 0.01
C 0.157 -0.670 5.580 0.00 0.02 0.00
C 0.006 0.740 5.739 0.00 -0.01 -0.02
C -0.264 1.503 4.662 0.00 -0.01 0.01
C -0.411 0.948 3.343 0.01 0.00 0.01
C -0.675 1.810 2.278 0.03 -0.03 0.00
C -0.801 3.294 2.491 -0.03 -0.01 0.00
O -0.821 1.429 1.042 0.00 0.05 -0.01
C -0.260 -0.482 3.209 0.00 0.03 0.04
O -0.372 -1.102 2.064 0.00 -0.02 -0.03
C 0.023 -1.259 4.332 -0.01 0.01 -0.01
H 0.813 -3.040 7.672 0.00 0.00 0.00
H 1.445 -3.002 6.008 0.00 0.00 0.00
H -0.308 -3.232 6.303 0.00 0.00 0.00
H 0.116 1.159 6.729 0.00 0.00 0.00
H -0.373 2.568 4.803 0.00 0.00 0.00
H -1.610 3.525 3.184 0.00 0.00 0.00
H -1.006 3.796 1.548 0.01 0.00 0.00
H 0.118 3.709 2.905 0.00 0.00 0.00
H 0.131 -2.322 4.185 0.00 0.00 0.00
```
Forces are in eV/Å.

Atom charges from the Mulliken analysis, given in e for atoms 1 to 5: Ni 0.478; N 0.068; C 0.148; C -1.286; C 0.365

# 3
Below is C15H25N3O in the gas phase, with properties calculated with ωB97M-V/def2-TZVPD.

Its total charge is 0. As for the relative energy (zero: lowest compared OMol25 entry of this formula, charge and spin): 182.7 kJ/mol. As for the SMILES: CCCCC/C(=N\OCCN)c1ccc(C)c(N)c1. Its HOMO energy is -7.65 eV. The value obtained for the LUMO energy is 0.789 eV.

XYZ file:
```
44
Properties=species:S:1:pos:R:3:forces:R:3
N 0.725 -0.846 -2.224 -0.86 0.34 0.76
O 1.567 -1.984 -2.461 0.11 0.18 0.98
C 0.764 -0.220 -1.056 0.55 -1.17 -1.69
C -1.028 1.299 -1.900 0.15 0.05 -0.35
C -0.463 1.553 0.407 0.33 -0.66 -0.57
C -1.994 2.299 -1.767 0.93 -0.83 0.23
C -0.223 0.894 -0.826 -0.99 0.51 -0.44
C -1.443 2.545 0.566 1.12 -0.67 -1.21
C -2.221 2.922 -0.563 0.13 -0.34 1.17
N -1.541 3.175 1.781 -1.49 1.56 0.41
N -0.519 -4.345 -2.663 0.59 0.20 -0.93
C -3.298 3.937 -0.422 0.61 0.47 -0.07
C -0.846 -4.140 1.559 -1.48 -0.10 0.70
C 1.215 -2.771 -3.657 -0.63 0.22 0.00
C 1.736 -0.562 0.029 0.44 -0.80 -0.48
C -0.236 -3.275 -3.661 -0.24 -0.01 0.72
C -0.258 -3.007 2.382 0.40 0.27 -0.40
C 1.321 -1.836 0.777 0.64 -0.72 -0.28
C 0.020 -1.740 1.549 0.06 -0.53 -0.06
H -0.851 0.828 -2.863 -0.14 0.13 0.16
H 0.106 1.287 1.290 0.09 -0.01 -0.04
H -2.564 2.608 -2.621 -0.24 0.03 -0.34
H -2.146 4.034 1.748 1.37 -1.43 0.72
H -0.848 3.029 2.526 -0.76 0.35 -0.91
H -1.441 -4.743 -2.841 0.39 0.31 0.51
H -0.390 -4.019 -1.707 -0.41 -0.05 -0.35
H -2.884 4.830 0.052 -0.17 0.29 -0.10
H -4.104 3.593 0.202 -0.49 -0.23 0.28
H -3.675 4.202 -1.402 -0.20 0.16 -0.04
H -0.187 -4.496 0.778 0.13 -0.16 -0.14
H -1.799 -3.759 1.109 0.72 -0.46 0.08
H -1.142 -4.981 2.241 0.39 0.53 -0.76
H 1.903 -3.635 -3.790 -0.18 0.61 1.08
H 1.420 -2.184 -4.547 -0.32 0.50 -0.08
H 1.904 0.233 0.747 -0.27 0.33 0.00
H 2.708 -0.709 -0.473 -0.28 -0.19 0.25
H -0.535 -3.621 -4.656 0.48 -0.29 0.07
H -0.895 -2.429 -3.500 -0.01 0.51 0.14
H -0.950 -2.757 3.164 -0.50 0.13 0.44
H 0.643 -3.351 2.898 0.15 0.13 -0.11
H 2.157 -2.076 1.463 -0.43 -0.09 -0.18
H 1.218 -2.683 0.061 0.35 0.57 0.34
H -0.801 -1.593 0.841 -0.10 0.02 0.03
H 0.031 -0.862 2.172 0.03 0.36 0.47
```
Forces are in eV/Å.

Atom charges from the Mulliken analysis, given in e for atoms 1 to 5: N -0.415; O -0.235; C 0.490; C -0.801; C -0.655

# 4
Below is a gas-phase ion, C15H25N3O2P (charge +1), with properties calculated with ωB97M-V/def2-TZVPD.

Its total charge is +1. As for the SMILES: Cc1ccccc1C[C@]1(CC(C)C)CNC(NO)=[N+]1[PH2]=O. Its HOMO energy is -10.65 eV. The value obtained for the LUMO energy is -4.355 eV.

XYZ file:
```
46
Properties=species:S:1:pos:R:3:forces:R:3
C -1.997 2.395 2.563 -1.23 0.24 -0.04
C -2.729 1.464 1.418 -1.80 -1.64 -1.98
C -4.371 1.233 1.641 1.01 -1.69 -3.35
C -5.314 0.375 0.591 4.88 0.65 -0.64
C -4.541 -0.273 -0.716 1.85 2.19 2.65
C -2.934 -0.034 -0.934 -1.01 1.24 2.35
C -1.942 0.818 0.091 -5.01 -0.39 1.52
C -0.346 1.092 -0.133 -0.78 0.76 0.75
C 0.620 -0.217 -0.202 1.83 -3.13 -2.85
C 2.105 -0.096 -0.966 0.97 1.58 -0.07
C 2.421 1.389 -1.569 0.58 -0.54 -1.67
C 1.722 1.431 -3.086 0.04 -0.08 -0.16
C 4.066 1.559 -1.806 -1.65 -0.44 0.84
C 0.058 -1.611 -0.936 -2.32 -0.15 0.23
N 0.948 -2.799 -0.522 1.91 2.71 2.94
C 1.439 -2.374 0.876 -0.69 0.48 -3.49
N 2.122 -3.256 1.676 -1.44 3.65 -0.95
O 2.364 -4.538 1.249 1.01 0.75 -1.51
N 1.084 -0.891 1.105 -0.50 -3.62 2.30
P -0.070 -0.951 2.451 -4.79 -2.38 0.07
O -1.465 -1.620 2.132 4.68 2.25 0.74
H -1.104 3.031 2.139 -1.70 -1.46 0.89
H -2.822 3.176 2.923 1.85 -1.67 -0.82
H -1.710 1.791 3.552 -0.46 1.19 -2.33
H -4.922 1.711 2.564 1.46 -0.98 -2.00
H -6.488 0.240 0.754 3.01 0.34 -0.37
H -5.175 -0.898 -1.503 1.73 1.53 1.84
H -2.412 -0.487 -1.894 -1.39 1.00 2.13
H -0.275 1.816 -1.080 0.31 -2.10 1.86
H 0.047 1.760 0.775 -0.91 -1.47 -1.93
H 2.163 -0.863 -1.869 -0.12 1.73 1.89
H 3.003 -0.348 -0.221 -2.15 0.43 -1.40
H 2.065 2.288 -0.909 0.53 -1.95 -1.12
H 2.599 1.404 -3.894 -2.08 0.27 1.71
H 1.055 0.475 -3.300 1.32 1.96 0.58
H 1.023 2.366 -3.240 1.59 -1.78 0.19
H 4.204 2.579 -2.363 0.14 -2.12 1.10
H 4.432 0.622 -2.410 -0.54 2.03 0.99
H 4.537 1.536 -0.733 -0.54 0.28 -2.20
H -0.963 -1.936 -0.412 1.93 1.12 -1.45
H -0.049 -1.573 -2.124 0.34 0.00 2.79
H 1.732 -2.985 -1.209 -0.99 0.17 1.26
H 2.481 -2.944 2.618 -0.41 -0.84 -1.41
H 2.929 -4.435 0.404 -1.04 -0.42 1.83
H -0.141 0.371 3.023 0.38 -0.69 -0.66
H 0.549 -1.792 3.486 0.18 1.00 -1.03
```
Forces are in eV/Å.

Atom charges from the Mulliken analysis, given in e for atoms 1 to 5: C -1.189; C 0.716; C -0.487; C -0.443; C -0.480

# 5
Below is a molecular structure, C15H25NO4, with properties calculated with ωB97M-V/def2-TZVPD.

Its total charge is 0. As for the relative energy (zero: lowest compared OMol25 entry of this formula, charge and spin): 1522.9 kJ/mol. Its HOMO energy is -8.36 eV. The value obtained for the LUMO energy is 0.729 eV.

XYZ file:
```
45
Properties=species:S:1:pos:R:3:forces:R:3
C 7.805 2.132 0.040 -3.01 -2.95 -11.65
C 6.409 1.890 -0.155 -5.62 3.99 3.92
O 6.176 0.616 0.043 -3.67 -7.59 0.31
C 4.790 0.034 0.011 1.94 2.39 -1.25
C 3.635 0.663 -0.358 -2.95 6.84 1.98
C 2.290 0.179 -0.164 0.97 0.65 -0.37
C 2.096 -1.217 0.184 0.12 7.54 -4.12
C 3.297 -1.849 0.140 -0.78 2.67 0.33
C 4.517 -1.277 0.177 5.59 -3.06 1.54
H 5.487 -1.945 0.450 -2.53 1.28 -0.78
H 3.128 -2.725 0.461 0.14 -7.39 1.60
O 0.885 -1.660 -0.070 12.29 -11.35 3.94
C -0.165 -1.207 -0.331 -8.49 8.00 7.38
C -1.334 -1.917 -0.117 -4.30 -3.97 0.89
O -2.549 -1.313 -0.550 -0.73 0.41 1.82
C -3.762 -2.146 -0.250 5.12 -1.59 -9.18
C -4.898 -1.431 -0.610 -1.84 8.19 -0.29
N -5.475 -0.697 0.629 0.94 0.79 -0.71
H -6.257 -0.152 0.308 -0.90 -0.41 -0.26
C -4.645 0.463 1.215 0.65 -1.44 -5.20
C -4.658 1.707 0.186 0.41 1.54 6.14
O -6.061 2.263 0.310 2.34 -0.13 -2.78
C -6.060 3.467 -0.529 -1.11 -1.47 -2.34
H -5.562 4.222 0.063 0.22 0.52 -0.44
H -7.115 3.774 -0.860 1.27 -0.49 1.22
H -5.593 3.245 -1.618 -0.42 0.57 2.66
H -4.169 1.350 -0.722 -0.92 0.61 -0.54
H -3.957 2.632 0.750 -1.60 -2.65 -1.94
H -3.669 0.021 1.297 0.89 0.38 -0.05
H -4.974 0.600 2.164 -1.35 1.10 2.61
H -5.709 -1.820 -1.082 -2.13 -2.36 -0.70
H -4.709 -0.582 -1.587 0.36 -2.17 2.71
H -3.759 -2.539 0.636 0.19 -2.15 5.28
H -3.623 -3.040 -1.150 -0.45 1.77 2.74
H -1.426 -2.533 0.847 0.27 1.36 -0.90
H -1.162 -2.602 -0.857 -0.18 -3.48 -1.83
H -0.305 -0.232 0.362 -0.29 -0.64 0.77
H -0.162 -0.541 -0.947 -0.53 6.34 -9.70
H 1.477 0.946 -0.391 1.08 -1.47 0.48
H 3.576 2.028 -0.297 0.59 -4.32 -0.77
H 5.805 2.425 0.760 1.21 -0.29 -1.33
H 5.758 2.262 -0.911 0.62 0.70 -1.82
H 8.178 1.490 -0.757 1.33 -0.01 0.30
H 7.931 3.040 -0.182 1.79 7.20 -1.51
H 7.999 1.901 0.870 3.48 -3.44 11.84
```
Forces are in eV/Å.

Atom charges from the Mulliken analysis, given in e for atoms 1 to 5: C -1.988; C -0.001; O -0.330; C 0.275; C -0.242

# 6
Below is 3 unconnected molecules or ions with the total composition C15H25NO9, with properties calculated with ωB97M-V/def2-TZVPD.

Its total charge is 0. As for the SMILES: CCCNOC(=O)OCCOC=O.O=C1CCCO1.O=C1CCCO1. Its HOMO energy is -9.18 eV. The value obtained for the LUMO energy is 0.530 eV.

XYZ file:
```
50
Properties=species:S:1:pos:R:3:forces:R:3
C 5.235 -2.439 0.593 0.45 0.46 -0.08
C 6.201 -1.259 0.650 -0.33 -0.07 -0.38
C 6.172 -0.501 -0.690 0.00 -0.15 0.83
N 6.297 0.955 -0.474 0.96 -0.39 0.20
O 5.151 1.627 -0.966 -0.19 -0.36 -1.46
C 4.147 1.599 -0.065 1.01 0.54 -2.08
O 4.303 1.741 1.074 0.20 -0.02 4.05
O 3.009 1.489 -0.695 -1.00 -0.54 -0.60
C 1.893 1.162 0.144 -1.13 -0.12 -1.12
C 0.966 0.284 -0.677 1.06 -0.32 0.28
O 1.655 -0.984 -0.885 -0.62 1.24 0.03
C 1.035 -2.026 -0.350 -1.59 2.26 0.17
O 1.511 -3.075 -0.355 2.09 -4.46 -0.06
H 5.287 -3.029 1.498 -0.21 -0.19 0.18
H 5.462 -3.074 -0.258 0.08 -0.23 -0.09
H 4.241 -2.046 0.426 -0.44 -0.15 0.16
H 7.203 -1.604 0.892 0.22 0.04 -0.05
H 5.921 -0.545 1.414 -0.15 0.04 0.28
H 5.226 -0.700 -1.188 -0.09 0.00 -0.22
H 6.982 -0.884 -1.308 0.02 0.20 -0.34
H 7.042 1.268 -1.081 -0.20 0.53 -0.10
H 2.167 0.601 1.025 0.42 0.24 0.29
H 1.340 2.067 0.366 0.11 0.24 0.41
H 0.048 0.121 -0.109 0.15 0.09 -0.39
H 0.794 0.703 -1.661 -0.23 0.15 -0.09
H 0.042 -1.903 0.097 -0.23 0.88 -0.03
O -1.741 0.357 0.710 -0.12 0.17 -0.11
C -2.064 1.501 0.519 -0.28 -0.15 0.52
O -1.281 2.381 -0.146 0.05 -0.12 -0.05
C -1.886 3.690 -0.121 -0.14 0.29 -0.05
C -3.363 3.435 0.131 -0.12 -0.01 0.05
C -3.328 2.176 0.991 -0.09 0.21 -0.37
H -1.420 4.270 0.677 0.02 -0.06 0.02
H -1.702 4.187 -1.070 0.17 -0.14 -0.03
H -3.870 4.277 0.598 0.07 0.02 0.02
H -3.869 3.219 -0.811 0.00 0.01 0.02
H -3.227 2.408 2.053 0.03 -0.10 0.02
H -4.193 1.537 0.819 0.22 0.06 0.24
O -5.868 0.676 0.149 -0.43 -0.13 -0.06
C -5.843 -0.522 0.076 0.35 0.09 0.08
O -6.862 -1.305 0.488 0.01 0.08 -0.06
C -6.493 -2.693 0.375 0.03 -0.25 -0.04
C -5.375 -2.724 -0.655 0.16 -0.02 -0.08
C -4.698 -1.376 -0.428 -0.32 -0.38 -0.21
H -6.165 -3.043 1.356 0.01 0.04 0.00
H -7.361 -3.270 0.069 -0.11 0.16 0.07
H -4.711 -3.579 -0.543 -0.03 0.00 0.07
H -5.799 -2.758 -1.660 -0.02 -0.02 0.02
H -3.930 -1.425 0.347 0.06 0.13 -0.04
H -4.280 -0.963 -1.342 0.14 0.18 0.15
```
Forces are in eV/Å.

Atom charges from the Mulliken analysis, given in e for atoms 1 to 5: C -1.087; C -0.326; C -0.677; N -0.359; O -0.275

Q: Look up the total charge of the first one.
A: +1